Record 1
# C3H5Cl

A cluster of 2 separate species, C3H5Cl in total in a non-equilibrium geometry (the ωB97M-V functional and the def2-TZVPD basis, the OMol25 dataset).

Cartesian coordinates (Å):
H  -1.78703  -0.71200  0.97585
H  -1.12411  -0.90595  -0.77002
Cl  3.94957  0.06097  0.00375
H  2.84789  0.02636  -0.69575
H  -1.42349  2.09237  -0.19820
C  -0.94202  1.12647  -0.17098
C  -1.12371  -0.33408  0.03981
C  0.10323  0.46992  0.26895
H  1.14801  0.46971  0.33427

Calculated values
Frontier orbital gap: 10.4 eV
ΔE to the lowest compared entry with this formula, charge and spin: 63.54 kcal per mole
SMILES string: C1=CC1.Cl

These are the Löwdin partial charges, in e, on atoms 1 to 4: atom 1 (H): 0.1295, atom 2 (H): 0.0156, atom 3 (Cl): 0.2728, atom 4 (H): -0.2426

Record 2
# C4H9NO3

The molecule C4H9NO3 in a non-equilibrium geometry (the ωB97M-V functional and the def2-TZVPD basis, the OMol25 dataset).

Cartesian coordinates (Å):
H  -1.28328  0.79820  -1.96399
H  -0.02550  -1.27696  -2.59507
C  -0.84052  0.15500  -1.19907
N  1.25117  0.40194  0.12264
H  -1.61064  -1.71067  -1.92381
C  -0.63820  -1.27326  -1.69698
H  -0.15228  -1.87161  -0.92906
C  0.64576  0.78556  -0.99505
O  1.13228  1.45904  -1.87515
O  0.53847  -0.38672  1.27086
H  0.13351  -0.28986  3.23704
H  -1.20230  -0.34548  0.61500
H  1.43802  0.79636  2.72062
H  -0.26437  1.20570  2.33649
H  2.03850  0.92266  0.48911
O  -1.61667  0.24025  -0.06023
C  0.45606  0.38986  2.44666

Calculated values
Frontier orbital gap: 10.0 eV
ΔE to the lowest compared entry with this formula, charge and spin: 80.87 kcal per mole
SMILES string: CONC(=O)[C@@H](C)O

These are the Löwdin partial charges, in e, on atoms 1 to 4: atom 1 (H): 0.1460, atom 2 (H): 0.0875, atom 3 (C): -0.3520, atom 4 (N): 0.1620

Record 3
# C24H19BrF3N3ORbSTe

A structure of composition C24H19BrF3N3ORbSTe in a non-equilibrium geometry (the ωB97M-V functional and the def2-TZVPD basis, the OMol25 dataset).

Cartesian coordinates (Å):
H  7.59243  13.35205  10.65562
Br  4.70500  11.93222  20.80794
C  8.63855  10.14913  7.73162
H  6.07564  14.66101  9.25196
H  5.34361  14.33072  16.26643
C  5.62388  16.14312  12.32493
H  8.04222  6.61588  10.71209
H  4.48611  17.96757  12.33294
C  5.66931  12.65112  18.22840
C  7.73709  11.94526  17.12795
C  7.85168  11.05515  18.30423
C  5.87949  11.85372  19.29274
C  6.20022  14.93742  10.28837
F  9.87773  10.38401  7.31311
C  8.83729  8.44816  11.60589
H  7.73034  7.81584  8.45400
C  6.95711  10.99042  19.31578
C  9.26833  10.32528  10.24111
C  4.97688  17.20330  12.96046
C  11.56842  7.22748  15.14180
H  8.73742  10.45916  18.39108
C  6.43358  15.26277  13.07313
H  8.88516  8.02217  12.58911
O  8.56967  11.93734  16.20880
C  6.56972  12.82416  17.15223
H  12.54128  7.54798  15.53585
C  5.53949  16.00176  10.87166
C  8.32079  7.66760  10.56024
H  10.31204  9.27477  18.20248
C  6.31050  13.83087  16.19437
Rb  9.13800  12.15230  13.53588
H  11.28881  6.31905  15.67369
H  4.82938  18.38010  14.70396
H  7.06134  10.31291  20.19063
H  11.25892  7.84084  17.86300
F  8.11596  9.23962  6.84302
N  9.19645  9.71063  11.44030
C  10.28474  8.30084  17.64580
H  11.58222  7.07058  14.04714
C  8.22123  8.26676  9.33213
H  6.10070  16.67482  16.11644
C  6.01913  16.53952  15.04811
H  5.00259  16.74799  10.31003
H  4.72342  13.29322  18.18715
C  6.96500  14.09244  11.15103
F  7.92605  11.26355  7.65497
C  5.24417  17.43993  14.27712
S  9.87331  11.98494  10.10406
Te  10.10287  8.82354  15.55002
C  8.72490  9.61996  9.13805
N  7.05495  14.34035  15.25113
C  6.49037  15.41458  14.48181
N  7.08283  14.19922  12.44467
H  9.42593  7.64765  17.90977

Calculated values
Total charge: -1
Frontier orbital gap: 6.5 eV
ΔE to the lowest compared entry with this formula, charge and spin: 0.00 kcal per mole

These are the Löwdin partial charges, in e, on atoms 1 to 4: atom 1 (H): 0.0359, atom 2 (Br): 0.6408, atom 3 (C): -0.6334, atom 4 (H): 0.0995

Record 4
# C4Cl3N3

The molecule C4Cl3N3 in a non-equilibrium geometry (the ωB97M-V functional and the def2-TZVPD basis, the OMol25 dataset).

Cartesian coordinates (Å):
Cl  -2.24652  2.01446  0.60046
Cl  3.08096  1.11032  0.08740
C  1.62553  0.26989  -0.09127
N  -0.36612  -2.45630  0.64853
C  0.40456  -1.60679  0.56026
N  1.39252  -0.76929  0.58731
C  -0.45002  0.74961  -0.82091
Cl  -2.62827  -0.72597  -0.38139
C  -1.57042  0.60858  -0.15991
N  0.75777  0.80548  -1.03047

Calculated values
Frontier orbital gap: 8.4 eV
ΔE to the lowest compared entry with this formula, charge and spin: 5.70 kcal per mole
SMILES string: N#C/N=C(/Cl)N=C=C(Cl)Cl

These are the Löwdin partial charges, in e, on atoms 1 to 4: atom 1 (Cl): 0.6528, atom 2 (Cl): 0.7794, atom 3 (C): -0.8014, atom 4 (N): 0.1477